Entry 1:
# C30H36F5NP2RhS

A molecular structure, C30H36F5NP2RhS (wB97M-V/def2-TZVPD, the Open Molecules 2025 dataset).

Positions of all 76 atoms, in Å:
1 Rh -0.152 0.621 -0.971
2 C 3.867 0.123 -1.460
3 C 3.238 -0.533 -0.229
4 C 3.267 0.407 0.973
5 P 1.515 -1.051 -0.612
6 C 1.575 -2.494 -1.758
7 C 1.347 -2.039 -3.203
8 C 2.839 -3.346 -1.646
9 C 0.822 -1.685 0.955
10 C 0.932 -3.000 1.383
11 C 0.288 -3.433 2.533
12 C -0.489 -2.548 3.267
13 C -0.599 -1.224 2.875
14 C 0.067 -0.773 1.729
15 N -0.050 0.527 1.226
16 C -0.048 1.660 1.978
17 C 0.183 1.673 3.378
18 C 0.073 2.840 4.100
19 C -0.248 4.033 3.458
20 C -0.376 4.060 2.073
21 C -0.248 2.912 1.312
22 P -0.228 2.941 -0.515
23 C -1.709 3.897 -1.072
24 C -2.156 3.406 -2.451
25 C -1.588 5.421 -1.066
26 C 1.364 3.771 -0.970
27 C 1.706 5.103 -0.307
28 C 1.474 3.847 -2.495
29 H 4.920 0.338 -1.269
30 H 3.365 1.066 -1.690
31 H 3.813 -0.508 -2.347
32 H 3.787 -1.445 0.024
33 H 2.677 1.306 0.783
34 H 4.295 0.719 1.167
35 H 2.884 -0.068 1.877
36 H 0.703 -3.082 -1.452
37 H 2.177 -1.433 -3.570
38 H 0.429 -1.460 -3.299
39 H 1.263 -2.913 -3.852
40 H 3.712 -2.803 -2.012
41 H 2.729 -4.237 -2.265
42 H 3.054 -3.673 -0.629
43 H 1.506 -3.713 0.806
44 H 0.371 -4.467 2.841
45 H -1.030 -2.893 4.139
46 H -1.248 -0.550 3.415
47 H 0.465 0.761 3.877
48 H 0.240 2.828 5.169
49 H -0.359 4.946 4.027
50 H -0.562 5.008 1.588
51 H -2.466 3.595 -0.346
52 H -1.423 3.660 -3.219
53 H -3.095 3.895 -2.716
54 H -2.319 2.329 -2.464
55 H -0.863 5.763 -1.806
56 H -1.315 5.836 -0.098
57 H -2.555 5.846 -1.342
58 H 2.096 3.035 -0.622
59 H 1.051 5.907 -0.640
60 H 2.726 5.378 -0.582
61 H 1.667 5.046 0.779
62 H 0.785 4.588 -2.907
63 H 1.263 2.886 -2.967
64 H 2.484 4.150 -2.775
65 F -4.455 -1.693 3.671
66 C -3.930 -1.418 2.482
67 C -3.392 -2.432 1.708
68 F -3.398 -3.677 2.161
69 C -2.819 -2.132 0.487
70 F -2.273 -3.124 -0.205
71 C -2.780 -0.833 -0.009
72 S -2.048 -0.479 -1.572
73 C -3.337 0.160 0.785
74 F -3.314 1.433 0.372
75 C -3.899 -0.113 2.019
76 F -4.403 0.869 2.763

Results
Multiplicity ... 5
LUMO level (alpha / beta) ... -2.16 / -5.20 eV
Total charge ... +1
Expectation value of S² ... 6.06
HOMO (alpha / beta) ... -10.5 / -11.5 eV



Entry 2:
# C12H36O6

6 unconnected molecules or ions with the total composition C12H36O6 at a distorted geometry (wB97M-V/def2-TZVPD, the Open Molecules 2025 dataset).

Positions of all 54 atoms, in Å:
1 C -2.112 -1.780 3.359
2 C -2.213 -0.278 3.101
3 C -1.406 0.672 4.052
4 O -1.863 0.096 1.942
5 H -3.082 -2.186 3.007
6 H -2.341 -1.961 4.374
7 H -1.239 -2.274 3.029
8 H -3.271 0.030 3.151
9 H -0.332 0.346 4.119
10 H -1.618 0.512 5.088
11 H -1.388 1.711 3.788
12 H -2.427 0.834 1.728
13 C 2.320 -1.445 -2.850
14 C 1.846 -0.267 -2.132
15 C 2.020 1.074 -2.871
16 O 0.629 -0.382 -1.780
17 H 1.732 -1.813 -3.646
18 H 2.485 -2.267 -2.214
19 H 3.325 -1.154 -3.207
20 H 2.423 -0.158 -1.139
21 H 1.909 1.039 -3.942
22 H 3.033 1.433 -2.724
23 H 1.378 1.868 -2.463
24 H 0.455 -0.195 -0.868
25 C -1.294 2.556 -2.100
26 C -1.826 1.512 -3.063
27 C -2.457 2.308 -4.213
28 O -1.016 0.767 -3.617
29 H -2.117 3.048 -1.690
30 H -0.627 3.234 -2.577
31 H -0.833 2.007 -1.261
32 H -2.537 0.926 -2.443
33 H -2.880 1.772 -5.027
34 H -1.762 3.107 -4.529
35 H -3.301 2.896 -3.919
36 H -0.390 0.336 -3.022
37 C 2.042 -1.175 3.513
38 O 2.325 -1.025 2.161
39 H 2.547 -2.092 3.967
40 H 0.952 -1.312 3.615
41 H 2.297 -0.286 4.098
42 H 1.701 -0.404 1.721
43 C 0.875 1.816 1.274
44 O 0.603 0.475 0.926
45 H 1.424 1.562 2.193
46 H -0.003 2.465 1.460
47 H 1.477 2.268 0.545
48 H -0.157 0.225 1.467
49 C 0.756 -3.062 0.016
50 O 0.789 -4.458 0.286
51 H 1.697 -2.581 0.206
52 H 0.108 -2.428 0.611
53 H 0.343 -2.984 -0.936
54 H 0.993 -4.906 -0.554

Results
LUMO level ... 0.20 eV
Total charge ... 0
HOMO ... -9.2 eV
SMILES ... CC(C)O.CC(C)O.CC(C)O.CO.CO.CO



Entry 3:
# C9H12O4S2

A single C9H12O4S2 molecule at a distorted geometry (wB97M-V/def2-TZVPD, the Open Molecules 2025 dataset).

Positions of all 27 atoms, in Å:
1 C 1.207 -3.959 -0.417
2 C 1.408 -2.603 0.118
3 C 1.328 -2.533 1.575
4 S -0.088 -1.542 -0.375
5 O -0.110 -1.189 -1.797
6 O -1.259 -2.245 0.034
7 S 0.276 0.482 0.794
8 O 1.714 0.627 0.735
9 O -0.282 0.341 2.119
10 C -0.429 1.985 0.010
11 C -1.005 2.961 0.875
12 C -1.708 3.972 0.252
13 C -1.745 4.067 -1.105
14 C -1.022 3.220 -1.955
15 C -0.402 2.051 -1.382
16 H 0.473 -4.500 0.201
17 H 0.706 -4.010 -1.342
18 H 1.925 -4.653 -0.402
19 H 2.158 -1.905 -0.420
20 H 0.579 -3.156 2.134
21 H 1.040 -1.513 1.955
22 H 2.224 -2.784 2.121
23 H -0.946 2.755 1.914
24 H -2.299 4.760 0.745
25 H -2.444 4.972 -1.441
26 H -1.272 3.277 -2.951
27 H -0.029 1.123 -1.994

Results
LUMO level ... -1.04 eV
Total charge ... 0
HOMO ... -9.8 eV
SMILES ... CC(C)S(=O)(=O)S(=O)(=O)c1ccccc1



Entry 4:
# C24H64F6HfO24PS8

A molecular structure, C24H64F6HfO24PS8 at a distorted geometry (wB97M-V/def2-TZVPD, the Open Molecules 2025 dataset).

Positions of all 128 atoms, in Å:
1 Hf -16.857 28.989 16.630
2 P -18.405 29.963 20.240
3 F -18.352 31.461 19.724
4 F -19.629 29.556 19.223
5 F -17.425 29.637 18.958
6 F -18.208 28.434 20.796
7 F -17.120 30.268 21.144
8 F -19.618 30.254 21.459
9 O -15.572 30.789 17.652
10 S -15.076 31.868 18.536
11 O -15.777 33.114 18.579
12 O -14.894 31.251 20.080
13 C -14.420 32.082 21.112
14 C -13.510 31.559 22.224
15 C -13.259 32.131 18.246
16 H -15.356 32.199 21.659
17 H -14.071 33.047 20.744
18 H -14.004 30.708 22.691
19 H -13.147 32.325 22.910
20 H -12.691 30.953 21.836
21 H -13.139 33.182 18.509
22 H -12.804 32.099 17.256
23 H -12.774 31.519 19.006
24 O -17.993 33.826 26.879
25 S -19.238 32.999 27.141
26 O -20.435 33.592 27.757
27 O -19.639 32.039 25.785
28 C -19.070 32.524 24.608
29 C -17.696 31.820 24.365
30 C -18.893 31.412 28.094
31 H -19.052 33.605 24.468
32 H -19.838 32.175 23.918
33 H -17.019 32.175 25.143
34 H -17.243 32.063 23.404
35 H -17.690 30.732 24.424
36 H -18.699 31.624 29.146
37 H -18.027 30.936 27.634
38 H -19.843 30.899 27.938
39 O -18.066 31.075 16.696
40 S -19.076 32.151 16.412
41 O -19.736 32.137 15.133
42 O -20.234 31.837 17.554
43 C -21.347 32.736 17.725
44 C -21.994 32.273 18.982
45 C -18.531 33.817 16.881
46 H -22.049 32.436 16.946
47 H -21.029 33.778 17.709
48 H -22.398 31.264 19.062
49 H -22.853 32.866 19.297
50 H -21.306 32.301 19.827
51 H -17.753 34.163 16.200
52 H -18.081 33.668 17.862
53 H -19.347 34.527 16.747
54 O -17.839 25.531 25.395
55 S -17.345 26.394 24.314
56 O -16.241 25.941 23.451
57 O -18.590 26.894 23.390
58 C -19.858 26.954 23.956
59 C -20.532 28.242 23.385
60 C -16.785 27.983 25.195
61 H -19.856 27.053 25.041
62 H -20.319 25.994 23.720
63 H -21.415 28.433 23.995
64 H -20.877 28.017 22.375
65 H -19.924 29.146 23.424
66 H -17.599 28.338 25.828
67 H -16.564 28.591 24.318
68 H -15.846 27.703 25.673
69 O -17.573 27.228 18.158
70 S -17.877 25.873 18.714
71 O -18.896 25.043 18.040
72 O -16.399 25.114 18.660
73 C -16.261 23.719 18.506
74 C -14.799 23.396 18.386
75 C -17.970 25.778 20.561
76 H -16.895 23.333 17.707
77 H -16.529 23.266 19.461
78 H -14.310 23.638 17.442
79 H -14.628 22.336 18.569
80 H -14.086 23.835 19.085
81 H -18.068 24.737 20.869
82 H -18.807 26.387 20.904
83 H -17.015 26.179 20.900
84 O -15.190 28.292 18.304
85 S -14.148 27.633 19.088
86 O -13.714 26.284 18.742
87 O -12.789 28.583 18.867
88 C -11.452 28.012 18.780
89 C -10.608 28.899 19.668
90 C -14.222 27.819 20.865
91 H -11.044 28.066 17.771
92 H -11.344 26.981 19.116
93 H -10.473 29.932 19.346
94 H -9.623 28.432 19.683
95 H -10.954 28.957 20.699
96 H -14.254 28.909 20.876
97 H -13.271 27.428 21.226
98 H -15.110 27.338 21.274
99 O -15.672 34.170 23.682
100 S -15.281 35.358 22.997
101 O -13.960 35.469 22.474
102 O -16.441 35.793 21.906
103 C -17.563 34.823 21.832
104 C -18.099 34.867 20.496
105 C -15.526 36.726 24.083
106 H -18.260 34.987 22.654
107 H -17.328 33.759 21.808
108 H -17.358 34.799 19.699
109 H -18.403 35.905 20.364
110 H -19.021 34.292 20.417
111 H -16.101 36.260 24.883
112 H -16.023 37.542 23.559
113 H -14.498 36.973 24.350
114 O -19.327 28.667 16.738
115 S -20.634 27.943 16.735
116 O -20.930 26.914 15.693
117 O -20.862 27.215 18.255
118 C -21.890 26.365 18.537
119 C -21.940 25.950 20.059
120 C -22.069 29.157 16.680
121 H -21.851 25.385 18.061
122 H -22.834 26.881 18.362
123 H -22.858 25.416 20.305
124 H -21.920 26.826 20.708
125 H -21.126 25.240 20.203
126 H -22.958 28.527 16.658
127 H -21.943 29.872 15.866
128 H -22.104 29.542 17.699

Results
Multiplicity ... 2
LUMO level (alpha / beta) ... -7.45 / -7.07 eV
Total charge ... +2
Expectation value of S² ... 0.75
HOMO (alpha / beta) ... -13.9 / -13.9 eV



Entry 5:
# H3NP2S

A single H3NP2S molecule at a distorted geometry (wB97M-V/def2-TZVPD, the Open Molecules 2025 dataset).

Positions of all 7 atoms, in Å:
1 N 0.145 -0.351 0.138
2 P 1.470 0.704 -0.012
3 P -1.504 -0.192 0.267
4 S 3.056 -0.409 -0.128
5 H 0.145 -1.363 -0.128
6 H -1.594 1.211 0.767
7 H -1.717 0.401 -0.905

Results
Multiplicity ... 3
LUMO level (alpha / beta) ... 0.85 / -3.11 eV
Total charge ... 0
Expectation value of S² ... 2.01
HOMO (alpha / beta) ... -6.9 / -9.6 eV



Entry 6:
# C2H4Cl3NO2S

A single C2H4Cl3NO2S molecule at a distorted geometry (wB97M-V/def2-TZVPD, the Open Molecules 2025 dataset).

Positions of all 13 atoms, in Å:
1 N -0.293 -1.948 -0.976
2 S -0.126 -0.820 0.077
3 O -0.232 -1.216 1.416
4 C 1.382 0.262 -0.167
5 Cl 2.714 -0.218 0.845
6 O -1.115 0.553 -0.310
7 C -2.483 0.466 -0.187
8 Cl -3.085 -0.995 -1.033
9 Cl -3.055 0.286 1.460
10 H -1.013 -2.553 -0.692
11 H 1.373 0.444 -1.184
12 H 1.125 1.167 0.253
13 H -2.882 1.255 -0.762

Results
LUMO level ... 0.56 eV
Total charge ... 0
HOMO ... -10.0 eV
SMILES ... N=[S@@](=O)(CCl)OC(Cl)Cl



Entry 7:
# C7H10

2 unconnected molecules or ions with the total composition C7H10 at a distorted geometry (wB97M-V/def2-TZVPD, the Open Molecules 2025 dataset).

Positions of all 17 atoms, in Å:
1 C 1.360 1.604 0.461
2 C 0.448 0.685 0.551
3 C -1.629 -1.015 1.126
4 C -1.673 -0.009 0.242
5 C 1.822 0.127 0.561
6 C -2.614 0.434 -0.752
7 C 2.462 -0.523 -0.620
8 H 1.804 2.547 0.257
9 H -2.356 -1.898 1.102
10 H -0.794 -1.010 1.813
11 H 2.108 -0.298 1.482
12 H -3.363 -0.350 -0.787
13 H -2.284 0.554 -1.733
14 H -3.071 1.390 -0.769
15 H 3.563 -0.420 -0.693
16 H 2.042 -0.221 -1.556
17 H 2.172 -1.597 -0.685

Results
LUMO level (alpha / beta) ... 0.61 / 0.61 eV
Total charge ... 0
HOMO (alpha / beta) ... -8.4 / -8.4 eV



Entry 8:
# C24H39F13N2O3

A single C24H39F13N2O3 molecule at a distorted geometry (wB97M-V/def2-TZVPD, the Open Molecules 2025 dataset).

Positions of all 81 atoms, in Å:
1 C 1.413 -5.621 0.498
2 O 1.790 -4.256 0.399
3 C 3.162 -4.037 0.681
4 C 4.056 -4.139 -0.580
5 C 5.183 -3.072 -0.509
6 C 5.025 -1.955 -1.543
7 C 3.722 -1.122 -1.325
8 C 2.949 -0.854 -2.634
9 C 3.315 0.480 -3.295
10 C 2.708 1.718 -2.629
11 C 1.154 1.733 -2.600
12 C 0.595 1.305 -1.199
13 O 0.002 2.394 -0.490
14 C 0.906 2.879 0.502
15 C 0.371 4.148 1.162
16 C 0.966 4.283 2.577
17 O 0.208 5.198 3.367
18 C 2.389 4.816 2.544
19 N 3.034 4.664 3.865
20 C -0.343 0.052 -1.251
21 N 0.038 -0.848 -0.131
22 C -1.815 0.447 -0.949
23 C -2.657 -0.820 -1.144
24 C -4.097 -0.731 -0.616
25 F -4.730 -1.832 -1.069
26 F -4.652 0.325 -1.246
27 C -4.137 -0.539 0.927
28 F -3.017 -1.074 1.411
29 F -4.022 0.768 1.176
30 C -5.318 -1.128 1.759
31 F -4.782 -1.530 2.925
32 F -5.888 -2.216 1.250
33 C -6.457 -0.154 2.200
34 F -7.299 -0.890 2.925
35 F -6.017 0.772 3.034
36 C -7.289 0.555 1.105
37 F -6.607 1.466 0.432
38 F -8.243 1.227 1.754
39 C -8.029 -0.345 0.066
40 F -8.534 -1.442 0.570
41 F -7.287 -0.619 -0.973
42 F -9.049 0.374 -0.391
43 H 0.823 -5.784 1.407
44 H 0.827 -5.918 -0.374
45 H 2.292 -6.272 0.562
46 H 3.224 -3.027 1.097
47 H 3.497 -4.712 1.480
48 H 4.454 -5.152 -0.635
49 H 3.403 -3.935 -1.432
50 H 5.263 -2.683 0.509
51 H 6.127 -3.589 -0.709
52 H 5.063 -2.341 -2.560
53 H 5.851 -1.261 -1.356
54 H 3.949 -0.185 -0.807
55 H 3.118 -1.699 -0.618
56 H 3.250 -1.646 -3.328
57 H 1.874 -0.989 -2.493
58 H 3.029 0.408 -4.348
59 H 4.407 0.581 -3.263
60 H 3.014 2.589 -3.219
61 H 3.144 1.859 -1.636
62 H 0.729 1.091 -3.373
63 H 0.845 2.768 -2.759
64 H 1.477 0.996 -0.631
65 H 1.876 3.111 0.054
66 H 0.991 2.106 1.278
67 H -0.713 4.132 1.290
68 H 0.680 5.043 0.620
69 H 1.005 3.306 3.080
70 H -0.391 4.661 3.900
71 H 3.009 4.317 1.785
72 H 2.395 5.890 2.336
73 H 2.868 3.732 4.231
74 H 4.039 4.760 3.768
75 H -0.237 -0.460 -2.207
76 H 1.010 -1.117 -0.238
77 H -0.069 -0.303 0.719
78 H -2.084 1.179 -1.710
79 H -1.798 0.842 0.062
80 H -2.166 -1.731 -0.813
81 H -2.796 -0.945 -2.223

Results
LUMO level ... 0.49 eV
Total charge ... 0
HOMO ... -9.1 eV
SMILES ... COCCCCCCCCC[C@@H](OCC[C@H](O)CN)[C@@H](N)CCC(F)(F)C(F)(F)C(F)(F)C(F)(F)C(F)(F)C(F)(F)F